35
Properties=species:S:1:pos:R:3:mulliken_spin:R:1 method="wB97M-V/def2-TZVPD" orbital_gap_ev="3.899 / 5.427" e_homo_ev="1.387 / -0.159" total_charge=-2 largest_force_ev_per_a=4.03 spin_multiplicity=8
C -0.40 1.02 -1.95 -0.01
C 1.01 1.28 -1.84 0.00
C 1.20 2.17 -0.73 0.00
C -0.09 2.46 -0.17 -0.01
C -1.07 1.76 -0.93 0.00
Eu 0.36 -0.31 0.38 6.10
N -1.24 -1.61 -0.46 -0.05
C -0.36 -2.74 -0.83 -0.01
C 1.07 -2.39 -1.07 -0.02
H 2.15 2.58 -0.39 0.00
H 1.79 0.88 -2.49 0.00
H -0.28 3.12 0.68 0.00
H -2.15 1.82 -0.79 0.00
H -0.87 0.36 -2.69 0.00
H 1.33 -2.00 -2.05 0.00
H -0.34 -3.50 -0.01 0.00
H -2.22 -1.91 -0.43 0.00
H 1.80 -2.97 -0.52 0.00
H -0.80 -3.20 -1.74 0.00
O 0.82 -1.57 2.39 0.08
C 0.24 -0.71 3.14 0.13
N -0.30 0.40 2.58 0.04
S -0.91 1.53 3.64 0.02
O -0.10 2.71 3.59 0.01
O -2.34 1.65 3.46 0.01
C -0.53 0.47 5.02 0.14
C -0.77 0.74 6.36 -0.11
C -0.41 -0.23 7.31 0.31
C 0.18 -1.44 6.89 -0.03
C 0.42 -1.69 5.54 0.07
C 0.06 -0.71 4.60 0.23
H -1.23 1.69 6.63 -0.01
H -0.58 -0.04 8.37 0.05
H 0.44 -2.20 7.64 0.00
H 0.89 -2.60 5.17 0.03